(1)
This record from OMol25 describes C17H63BBr2GaN26O15S as an isolated structure. The level of theory is ωB97M-V/def2-TZVPD.

Summary:
Total energy   -292097.929 eV
E_HOMO   -5.147 eV
Net charge   -1
HOMO-LUMO gap   6.69 eV
2S+1   1

Element x y z (Å)
C 0.90890 2.06620 -0.13585
O 0.74449 0.81150 0.57005
B -0.53954 0.68595 1.14654
O -0.73602 1.38988 2.35307
Ga -2.15777 -0.41195 0.28337
S -3.29214 -1.70170 1.87437
C -3.44857 1.04978 -0.44031
Br -3.16851 1.07738 -2.37884
C -4.87760 0.90059 0.04126
C -4.87202 1.33228 1.53883
Br -6.17159 2.04779 -0.98078
H 1.54604 1.87606 -1.02256
H 1.39770 2.81631 0.51921
H -0.04933 2.48369 -0.50859
H -1.39891 2.10507 2.25745
H -1.76931 -1.36843 -0.90797
H -2.47201 -1.58655 2.93125
H -3.08420 2.03848 -0.09463
H -5.26809 -0.12625 -0.07047
H -5.35166 0.57071 2.17888
H -3.83015 1.46224 1.87889
H -5.39306 2.29843 1.68816
C 2.57682 -2.28142 -1.12739
O 3.21597 -3.29953 -1.39068
N 1.27810 -2.12131 -1.45412
N 3.15907 -1.22688 -0.48686
H 0.76005 -1.28575 -1.23376
H 0.81060 -2.86123 -1.94684
H 4.13304 -1.30270 -0.24777
H 2.63862 -0.39466 -0.26957
C -7.09111 -2.88975 3.78281
O -7.49679 -2.95140 2.63420
N -5.92258 -2.33076 4.16144
N -7.83159 -3.41998 4.81990
H -5.60454 -2.30755 5.11456
H -5.30571 -1.93238 3.46785
H -8.70884 -3.84628 4.58531
H -7.52861 -3.39391 5.77531
C 6.87071 -3.50768 -0.07104
O 6.72567 -2.62434 0.75644
N 8.12749 -4.00059 -0.36516
N 5.85429 -4.07441 -0.75340
H 8.29440 -4.71375 -1.05139
H 8.90386 -3.58163 0.11453
H 4.90777 -3.72868 -0.62113
H 5.98709 -4.77823 -1.45619
C -1.81194 5.18386 -2.78321
O -1.23085 5.03750 -1.71823
N -1.33361 6.05232 -3.73875
N -2.92191 4.50855 -3.14100
H -1.75827 6.16760 -4.64162
H -0.49939 6.56675 -3.51943
H -3.28052 3.83094 -2.48700
H -3.40917 4.61489 -4.01672
C 4.67744 3.01124 0.76651
O 4.13635 3.40770 -0.24863
N 4.43766 1.74523 1.23169
N 5.52739 3.76346 1.51641
H 4.85664 1.35638 2.05552
H 3.80221 1.18920 0.69090
H 5.70765 4.70257 1.20957
H 5.95507 3.45844 2.37252
C 6.41602 4.71912 5.31125
O 6.70487 4.66710 4.12863
N 7.35017 4.94356 6.27957
N 5.13656 4.55913 5.75211
H 7.13291 4.99228 7.25718
H 8.30061 5.06484 5.97862
H 4.42844 4.40161 5.05628
H 4.87400 4.59823 6.71906
C 1.38661 5.14769 -6.47369
O 0.70427 6.10696 -6.79149
N 1.10695 4.36274 -5.40173
N 2.49953 4.78690 -7.18698
H 1.66392 3.57367 -5.13096
H 0.29899 4.60389 -4.84674
H 2.73459 5.34998 -7.98389
H 3.08150 4.00777 -6.94258
C -2.57118 2.84741 4.58728
O -2.96890 3.05174 3.45444
N -1.31010 3.17165 4.99473
N -3.36091 2.26394 5.53511
H -0.96226 2.98337 5.91541
H -0.69654 3.57377 4.30822
H -4.28308 1.98533 5.24894
H -3.05208 2.06391 6.46737
C 9.15798 -7.56341 1.81971
O 9.30021 -8.66265 2.32211
N 7.94932 -7.07441 1.42689
N 10.21291 -6.71760 1.60543
H 7.83051 -6.16825 1.00866
H 7.14485 -7.65735 1.57390
H 11.12254 -7.03765 1.88440
H 10.10838 -5.80282 1.20819
C -2.96396 -3.81437 5.95977
O -3.81404 -2.94049 5.94841
N -2.95171 -4.80756 6.90020
N -1.97648 -3.87131 5.02972
H -2.26796 -5.54058 6.91765
H -3.67663 -4.79213 7.59421
H -1.99522 -3.18377 4.29432
H -1.27674 -4.58918 5.00811
C -3.06557 -3.55801 -1.95880
O -2.01118 -3.38448 -2.56181
N -3.39176 -4.75667 -1.39320
N -3.95986 -2.55722 -1.79320
H -4.22820 -4.89867 -0.85806
H -2.72286 -5.50020 -1.47577
H -3.69690 -1.64998 -2.14996
H -4.80851 -2.65150 -1.26488
C -3.98428 2.63880 -6.50474
O -3.87783 3.55073 -5.70112
N -3.00957 2.36663 -7.42822
N -5.04286 1.79584 -6.51126
H -3.08923 1.62780 -8.10495
H -2.20325 2.96647 -7.43707
H -5.73277 1.94233 -5.79465
H -5.09424 0.95864 -7.08078
C -3.43393 -1.63433 -6.33564
O -4.20933 -1.30651 -7.23799
N -3.32048 -2.91116 -5.90973
N -2.62909 -0.72482 -5.73244
H -2.73063 -3.17516 -5.13217
H -3.91437 -3.59374 -6.34507
H -2.72855 0.23059 -6.01965
H -1.95877 -0.93778 -5.01354

Force components x, y, z for each atom (eV/Å):
C 0.2 0.2 0.0
O -0.3 0.0 -0.4
B 0.0 0.2 0.6
O 0.3 0.7 -0.9
Ga 0.7 0.2 0.0
S -0.1 -0.4 0.1
C -0.1 0.3 0.6
Br -0.2 -0.1 -0.2
C 0.4 -0.1 0.5
C -0.3 0.1 0.0
Br 0.0 -0.2 0.1
H -0.2 0.2 0.5
H -0.3 -0.4 -0.4
H 0.4 -0.2 0.3
H -0.1 -0.7 0.4
H 0.1 0.0 0.0
H 0.0 0.3 -0.1
H -0.2 -0.5 -0.4
H 0.1 0.6 -0.1
H 0.2 0.3 -0.4
H -0.6 -0.1 -0.1
H 0.3 -0.5 -0.2
C 0.0 0.4 0.1
O 0.1 -0.4 0.0
N 0.0 0.0 -0.1
N 0.1 0.0 0.0
H -0.1 -0.1 0.1
H -0.1 0.0 0.1
H -0.1 0.0 0.0
H -0.2 0.0 0.1
C 0.0 -0.1 0.1
O 0.0 0.0 -0.2
N 0.0 0.4 0.0
N -0.1 -0.1 0.1
H 0.1 -0.2 -0.1
H 0.0 -0.2 -0.2
H 0.1 0.0 0.0
H 0.0 0.0 -0.1
C -0.1 0.0 -0.1
O 0.0 0.1 0.1
N 0.3 -0.4 0.2
N -0.1 -0.2 0.2
H 0.0 0.1 -0.1
H -0.1 0.1 -0.1
H -0.1 0.0 -0.3
H 0.1 0.1 0.0
C 0.1 0.0 -0.2
O 0.0 0.0 0.2
N 0.2 0.1 -0.2
N -0.4 0.0 0.3
H 0.0 0.0 0.0
H -0.1 0.0 0.0
H 0.1 0.0 -0.1
H 0.2 -0.2 0.0
C -0.2 -0.4 0.1
O 0.0 0.3 -0.3
N 0.1 -0.1 0.1
N 0.1 0.1 -0.1
H 0.0 0.0 0.0
H 0.0 0.0 0.1
H 0.0 -0.1 0.0
H 0.0 0.1 0.0
C -0.1 0.0 0.0
O 0.1 -0.1 -0.1
N 0.2 0.0 0.1
N -0.2 0.0 0.0
H 0.0 0.0 -0.1
H -0.1 0.0 0.0
H 0.0 0.0 0.0
H 0.0 0.0 0.0
C 0.1 0.0 0.0
O -0.1 0.1 0.0
N -0.2 -0.1 0.2
N 0.1 0.0 -0.2
H 0.0 0.1 0.0
H 0.1 0.0 0.0
H 0.0 0.0 0.1
H 0.0 0.0 0.0
C 0.1 -0.2 0.1
O 0.1 0.2 -0.2
N 0.0 0.3 0.0
N -0.2 0.1 0.1
H 0.0 -0.1 -0.1
H 0.0 -0.1 0.0
H 0.1 0.0 0.0
H 0.0 0.0 -0.1
C 0.0 0.1 0.0
O 0.0 -0.1 0.0
N -0.2 0.0 -0.1
N 0.2 0.1 -0.1
H 0.0 0.1 0.1
H 0.1 0.1 0.0
H -0.1 0.0 0.0
H 0.0 0.0 0.1
C 0.0 0.0 -0.3
O -0.1 0.1 0.4
N 0.0 -0.1 0.2
N 0.2 0.1 0.0
H 0.0 0.0 0.0
H 0.1 0.0 -0.1
H 0.0 -0.1 0.0
H -0.1 0.0 0.0
C 0.2 0.4 0.3
O 0.1 -0.3 -0.5
N -0.1 -0.3 -0.1
N -0.4 0.0 -0.4
H 0.1 0.1 0.1
H 0.0 0.1 0.1
H 0.0 0.0 0.1
H 0.1 0.0 0.0
C 0.2 -0.3 0.1
O 0.0 0.4 -0.1
N 0.2 0.0 -0.1
N -0.5 -0.2 -0.3
H 0.0 0.0 0.0
H -0.1 0.0 0.0
H 0.1 -0.1 0.0
H 0.2 0.1 0.3
C -0.1 0.4 -0.3
O 0.0 0.1 0.1
N 0.2 -0.5 0.2
N 0.3 0.1 0.1
H -0.2 0.0 0.0
H 0.0 0.1 0.1
H 0.0 0.1 0.0
H -0.2 -0.1 0.1

=====

(2)
This record from OMol25 describes one molecule with the formula C4H12N2. The level of theory is ωB97M-V/def2-TZVPD.

Summary:
Total energy   -7321.243 eV
E_HOMO   -8.194 eV
HOMO-LUMO gap   9.34 eV
ΔE to the lowest compared entry with this formula, charge and spin   41.2 kcal/mol
2S+1   1

Element x y z (Å)
C 2.38269 -0.18228 1.21893
N 1.14694 -0.70234 0.74246
C 0.46006 0.16614 -0.20122
C -1.11241 0.25636 -0.17038
C -1.67470 1.03354 -1.32832
N -1.77169 -1.03566 -0.25970
H 2.67659 0.53628 0.52750
H 2.37992 0.15986 2.34880
H 3.19469 -0.88559 1.19448
H 0.78886 -1.63598 1.11233
H 0.69324 1.24786 0.00764
H 0.77659 -0.01222 -1.23199
H -1.22704 0.59270 0.84662
H -1.36932 2.08169 -1.24050
H -2.71848 0.74872 -1.41315
H -1.09123 0.67469 -2.22596
H -2.41030 -1.30083 0.49203
H -1.12443 -1.74294 -0.41956

Force components x, y, z for each atom (eV/Å):
C -0.1 -1.1 3.1
N -1.4 -1.2 0.5
C -1.2 0.7 -0.2
C 1.1 -1.7 0.7
C 2.0 0.4 -0.5
N -1.2 -0.1 0.4
H 0.6 1.8 -0.6
H -0.1 0.0 -2.1
H 0.4 -0.8 -0.1
H 0.5 2.3 -1.1
H 0.3 -1.0 0.0
H 0.1 -0.2 -0.2
H -0.8 1.0 0.3
H -0.9 0.2 -0.1
H -0.1 0.7 -0.2
H -0.9 0.1 0.6
H 0.6 0.3 -0.3
H 1.0 -1.6 -0.2

=====

(3)
This record from OMol25 describes one molecule with the formula C20H29N3O8S. The level of theory is ωB97M-V/def2-TZVPD.

Summary:
Total energy   -52877.820 eV
E_HOMO   -8.793 eV
HOMO-LUMO gap   8.95 eV
ΔE to the lowest compared entry with this formula, charge and spin   0.0 kcal/mol
2S+1   1

Element x y z (Å)
C 4.42335 2.34773 0.73186
C 3.21824 2.34476 -0.30258
O 2.39886 1.33769 -0.18188
C 2.34037 0.40575 -0.92549
C 3.42441 -0.80735 -0.43121
N 3.24748 -0.74396 0.99099
C 2.37844 -1.76344 1.32461
O 2.10622 -2.75325 0.88826
C 1.67702 -1.54185 2.91517
N 1.17994 0.02555 2.86708
C 1.99967 0.85511 3.42464
O 2.97050 0.90900 4.12075
C 1.28972 2.35410 3.33991
O -0.00702 2.13238 3.20561
C -0.59223 1.40858 2.14449
C -1.57687 1.79218 1.22251
C -2.21167 0.80886 0.61348
C -1.49660 -0.22555 0.35130
S -2.07169 -1.48533 -0.91791
O -1.29939 -1.04929 -2.25615
O -1.74964 -2.80911 -0.55125
N -3.77860 -1.12908 -0.91650
C -4.44294 -1.96694 -0.10647
C -4.86395 -3.19402 -0.52961
O -5.54489 -3.05750 -1.96945
C -4.56407 -2.35515 -2.69709
C -4.12267 -1.11826 -2.54258
C -0.48550 -0.66333 1.08076
C 0.06421 0.13057 2.13275
O 2.50722 0.83326 -2.29197
C 1.31841 0.82158 -2.88955
C 0.69444 2.18507 -2.47940
H 5.09316 3.14008 0.69934
H 3.90344 2.50415 1.70312
H 5.08706 1.28935 0.50509
H 3.55054 2.20334 -1.23767
H 2.84925 3.34933 -0.18273
H 1.33345 -0.03602 -0.64773
H 4.19947 -0.17129 -0.61357
H 3.24497 -1.69287 -0.97274
H 3.24377 0.01901 1.43232
H 0.86487 -2.32308 3.11303
H 2.49648 -1.35188 3.50828
H 1.82769 2.94529 2.43493
H 1.55376 2.84298 4.15881
H -2.10120 2.68774 1.57025
H -2.91063 1.20282 -0.04169
H -4.04422 -1.60085 0.83602
H -5.40706 -1.31534 0.10917
H -5.58905 -3.53923 0.24384
H -4.02216 -3.82711 -0.77315
H -4.98973 -2.58587 -3.77126
H -3.67902 -3.19046 -2.99428
H -3.35258 -0.80858 -3.00341
H -5.20361 -0.61538 -2.57018
H 0.04881 -1.80967 0.99270
H 0.62805 0.02445 -2.95481
H 1.51505 0.96806 -3.89317
H -0.27855 2.39765 -3.18987
H 1.28540 3.09194 -2.47927
H 0.42182 2.17264 -1.34645

Force components x, y, z for each atom (eV/Å):
C -1.1 -4.3 -0.7
C 4.7 3.5 2.1
O -2.8 7.0 9.7
C -1.3 -10.4 -5.6
C -2.5 4.8 -0.6
N -1.3 -11.3 -4.8
C 0.6 7.9 9.2
O -1.4 -7.9 -5.4
C -1.0 2.7 -4.0
N 1.2 -9.0 0.5
C -2.3 8.3 1.0
O 2.0 -2.8 0.3
C 3.8 -3.3 -6.6
O -5.6 1.8 -0.9
C 3.6 -1.0 1.3
C 1.1 3.0 6.8
C -1.9 3.6 -2.7
C -0.8 -7.0 -2.8
S 3.1 4.4 -4.2
O -3.7 -1.0 4.6
O -0.2 -1.7 1.2
N 5.5 3.0 -6.8
C -3.7 6.5 4.1
C -2.4 -4.8 -2.6
O 1.5 1.5 4.3
C -0.4 -12.8 -8.0
C -7.9 3.9 8.8
C 6.1 -4.7 3.3
C -3.8 3.8 -3.9
O 2.8 -3.5 2.7
C -2.1 4.5 -1.6
C -4.3 -0.2 0.5
H 1.1 1.6 -0.8
H 0.8 -1.1 -0.1
H -1.8 3.0 1.5
H 2.0 0.9 -3.5
H -1.3 0.2 -0.1
H 0.5 -0.3 -1.5
H 3.4 0.3 -1.2
H 0.3 -1.1 0.0
H -0.1 7.5 4.1
H 1.3 1.5 0.0
H 1.6 -0.9 2.1
H -1.3 -1.1 1.6
H 0.6 2.0 3.9
H 0.2 0.2 -0.9
H -2.1 -0.3 -1.1
H 0.4 -2.0 1.2
H 0.8 -1.2 -0.6
H 0.4 -0.6 -1.2
H -0.1 -0.8 0.3
H 0.4 1.4 1.3
H -1.2 1.9 1.7
H 5.2 2.5 -3.7
H 2.7 0.7 0.1
H -2.1 3.4 -0.4
H -0.5 -1.4 1.4
H 0.7 0.3 -2.6
H 2.1 -0.4 2.1
H 0.8 -0.2 -0.8
H -0.3 -0.2 -1.9